29
Properties=species:S:1:pos:R:3:forces:R:3:mulliken_charge:R:1 method="wB97M-V/def2-TZVPD" fmax_ev_per_a=1.906 total_energy_ev=-156619.00575 multiplicity=1 total_charge=+1 molar_mass_da=349.05
N 1.572 3.675 -2.742 0.7 0.4 -0.2 -0.378
C 0.821 3.174 -1.731 -0.7 -0.6 0.9 0.297
N -0.419 3.490 -1.341 -0.4 0.1 0.0 -0.518
C -0.735 2.709 -0.294 1.2 0.2 -1.1 0.046
N 0.303 1.909 -0.035 -0.1 -0.6 1.1 0.268
C 0.544 0.903 0.961 -0.1 -0.8 1.2 0.840
C 1.074 -0.340 0.624 0.6 1.3 0.1 -0.826
C 1.338 -1.266 1.637 0.7 -0.2 0.1 -0.490
C 1.077 -0.999 2.978 -0.2 0.5 -0.6 -0.661
C 0.505 0.241 3.283 0.0 -0.2 0.6 -0.539
C 0.248 1.174 2.299 -0.3 0.8 -0.4 -0.513
N 1.274 2.200 -0.898 0.1 0.3 -0.7 -0.171
H 2.319 4.322 -2.533 -0.1 -0.1 0.0 0.243
H 1.452 3.441 -3.714 -0.4 0.0 0.2 0.226
H -1.657 2.702 0.280 0.2 0.0 -0.2 0.434
H 1.304 -0.529 -0.423 0.1 -0.1 0.4 0.608
H 1.785 -2.222 1.360 -0.1 0.3 0.1 0.553
H 1.310 -1.729 3.754 -0.1 0.2 -0.3 0.424
H 0.265 0.503 4.315 0.1 -0.1 -0.3 0.378
H -0.181 2.147 2.558 0.2 -0.3 0.0 0.405
H 2.159 1.709 -0.836 -0.1 0.1 -0.2 0.250
Br -2.993 -4.748 0.321 0.0 0.1 0.0 -0.111
C -2.801 -3.379 -1.047 -0.1 -0.3 0.1 -0.603
C -1.409 -3.367 -1.620 0.1 0.1 -0.1 -0.625
Br -0.145 -2.521 -0.390 -1.2 -1.2 -0.9 0.040
H -3.083 -2.434 -0.590 0.1 0.0 0.0 0.364
H -3.527 -3.639 -1.815 0.1 0.0 0.0 0.357
H -1.373 -2.764 -2.526 0.0 0.0 0.0 0.328
H -1.028 -4.361 -1.835 -0.1 0.0 0.0 0.375



31
Properties=species:S:1:pos:R:3:forces:R:3:mulliken_charge:R:1 method="wB97M-V/def2-TZVPD" fmax_ev_per_a=8.319 de_lowest_kcal_mol=4.07 total_energy_ev=-55415.13324 multiplicity=3 total_charge=+3 s2=2.026 molar_mass_da=681.30
I 1.945 2.326 -1.546 0.6 0.4 0.0 0.460
I 2.044 -1.743 -1.629 -0.9 1.4 0.4 0.313
W 0.523 0.200 -0.597 3.8 0.5 1.6 0.050
P -1.149 0.282 -2.248 -3.1 0.3 -2.5 1.327
C -1.448 -1.325 -3.025 0.3 -0.2 0.0 -1.186
C -2.801 0.802 -1.710 0.0 0.0 0.3 -1.112
H -0.452 2.387 -3.238 -0.3 -0.3 -0.3 0.402
H -1.610 1.471 -4.280 0.2 -0.1 0.2 0.430
H 0.123 0.976 -4.194 -0.3 0.2 0.1 0.402
C -0.724 1.393 -3.627 0.5 0.3 0.0 -1.292
H -2.774 1.851 -1.386 -0.1 -0.3 -0.1 0.465
H -3.489 0.679 -2.563 0.3 0.0 0.3 0.461
H -2.158 -1.158 -3.845 0.1 -0.1 0.2 0.422
H -1.882 -2.017 -2.298 -0.1 0.0 -0.3 0.427
H -3.128 0.158 -0.878 -0.1 0.3 -0.3 0.388
H -0.512 -1.740 -3.415 -0.3 0.0 -0.1 0.405
C -0.616 -1.430 -0.090 -4.6 -6.4 2.5 0.285
O -1.280 -2.346 0.237 3.7 5.0 -1.8 -0.147
Cl -0.763 1.890 0.467 0.8 -0.9 -0.9 -0.087
N 2.655 -0.553 6.619 -0.8 0.2 -2.5 -0.236
C 2.302 -0.446 5.507 0.6 -0.2 2.1 -0.405
C 1.896 -0.309 4.132 0.2 -0.2 0.5 0.760
C 2.851 -0.071 3.148 0.4 0.1 -0.7 -0.662
C 2.463 0.036 1.821 0.2 -0.1 0.0 -0.206
N 1.165 -0.086 1.456 -0.9 0.5 0.4 0.010
C 0.228 -0.255 2.422 0.0 -0.1 0.6 0.090
C 0.558 -0.408 3.753 -0.6 -0.1 -0.2 -0.765
H 3.904 0.027 3.396 -0.1 0.0 0.0 0.521
H 3.184 0.225 1.021 -0.1 -0.1 0.4 0.451
H -0.820 -0.209 2.115 0.4 -0.2 0.3 0.517
H -0.234 -0.609 4.478 0.3 0.2 -0.2 0.513



26
Properties=species:S:1:pos:R:3:forces:R:3:mulliken_charge:R:1 method="wB97M-V/def2-TZVPD" fmax_ev_per_a=2.677 de_lowest_kcal_mol=32.17 total_energy_ev=-58980.47510 multiplicity=5 total_charge=0 s2=6.047 molar_mass_da=237.13
C -1.016 -0.032 -2.895 -1.7 1.9 0.7 -0.348
C -1.831 1.116 -2.702 0.6 -2.3 -0.4 -0.531
C -0.997 2.276 -2.698 0.5 -0.4 -0.2 -0.250
C 0.343 1.849 -2.899 0.5 -1.3 0.0 -0.590
C 0.366 0.432 -2.982 0.1 2.1 -0.1 -0.362
Co 1.300 -1.792 0.392 0.7 -0.8 -1.0 -0.041
P -0.044 -3.326 -0.437 0.0 -0.2 -0.3 -0.135
H -1.347 -1.068 -2.921 0.1 0.3 -0.1 0.424
H -2.911 1.119 -2.616 0.2 0.0 0.1 0.400
H -1.335 3.308 -2.583 0.2 -0.4 0.0 0.415
H 1.244 -0.191 -3.132 -0.2 0.2 0.1 0.429
H 1.201 2.500 -3.007 -0.1 -0.1 0.1 0.401
H 0.608 -4.389 -1.147 -0.7 0.3 0.2 0.098
H -1.168 -3.039 -1.298 0.5 -0.5 0.4 0.064
H -0.677 -4.054 0.619 0.0 0.0 -0.6 0.080
C 0.640 1.216 3.689 0.1 0.0 0.4 -0.292
C 0.866 1.701 2.395 0.0 -0.3 -0.8 -0.456
C 0.809 0.827 1.307 -0.2 -0.1 1.7 -0.174
N 0.630 -0.515 1.533 -0.7 0.6 0.6 -0.164
C 0.273 -0.987 2.782 0.2 1.7 0.2 -0.056
C 0.281 -0.130 3.886 0.1 -0.6 -1.1 -0.508
H 0.731 1.878 4.554 -0.1 -0.2 -0.4 0.342
H 1.109 2.752 2.221 -0.2 -0.3 0.1 0.346
H 0.900 1.112 0.261 0.2 0.1 0.3 0.275
H -0.013 -2.038 2.812 0.2 0.2 0.2 0.264
H 0.038 -0.527 4.864 0.0 0.1 0.0 0.371



25
Properties=species:S:1:pos:R:3:forces:R:3:mulliken_charge:R:1 method="wB97M-V/def2-TZVPD" fmax_ev_per_a=5.205 de_lowest_kcal_mol=81.63 total_energy_ev=-15340.66616 multiplicity=1 total_charge=0 molar_mass_da=168.21
C 0.397 -0.707 1.446 -1.0 0.4 -0.8 0.362
C -0.519 -0.102 0.926 0.1 0.5 0.6 -0.423
C -2.561 -0.520 -0.814 4.0 2.3 0.7 0.707
C 1.757 -1.240 1.477 0.7 1.0 -2.3 -0.688
C 2.577 -0.151 0.542 3.0 -0.6 2.4 -0.737
C 1.875 0.246 -0.697 0.2 2.4 -0.5 -0.566
C 0.977 1.537 -0.571 -1.1 -1.2 0.4 -0.879
C -0.516 1.364 -1.037 2.3 -1.2 0.6 -0.978
C -1.310 0.809 0.082 -2.6 -4.3 -1.3 0.460
C -3.133 -1.288 0.251 -2.7 0.3 -1.3 -1.140
O -2.557 -0.662 -1.984 -0.3 0.2 -0.3 -0.494
F -2.168 1.635 0.765 0.6 0.3 0.1 -0.388
H 2.156 -1.396 2.495 0.0 -0.2 -0.8 0.359
H 1.760 -2.105 0.734 0.1 0.4 1.7 0.271
H 3.035 0.726 1.133 -1.2 -1.1 -0.6 0.279
H 3.534 -0.627 0.160 -1.0 -0.1 0.9 0.350
H 2.721 0.474 -1.442 -1.8 -0.8 0.5 0.415
H 1.190 -0.541 -0.884 -0.2 -1.1 -1.3 0.332
H 0.750 1.684 0.519 1.6 1.1 -1.0 0.422
H 1.454 2.240 -1.236 0.1 1.1 0.7 0.493
H -0.954 2.270 -1.278 -0.7 2.0 -0.8 0.519
H -0.507 0.696 -1.899 -0.6 0.0 -0.1 0.352
H -2.652 -1.098 1.147 0.3 0.5 1.9 0.326
H -3.123 -2.318 0.041 -0.1 -1.4 -0.4 0.345
H -4.183 -0.925 0.126 0.3 -0.5 1.1 0.301



32
Properties=species:S:1:pos:R:3:forces:R:3:mulliken_charge:R:1 method="wB97M-V/def2-TZVPD" fmax_ev_per_a=5.891 de_lowest_kcal_mol=0.00 total_energy_ev=-68236.40858 multiplicity=1 total_charge=+2 molar_mass_da=448.26
O -2.748 -6.995 -3.205 0.6 3.6 1.2 -0.127
C -2.552 -5.920 -2.839 -0.5 -3.7 -1.2 0.140
Lu -1.111 -2.470 -1.302 -0.4 -0.2 2.1 1.008
C 1.010 -1.267 -1.218 5.2 2.9 0.1 0.139
O 2.003 -0.681 -1.106 -4.3 -2.5 -0.3 -0.118
C -2.748 -0.919 -1.875 -4.0 2.8 -1.5 0.469
O -3.655 -0.260 -2.161 3.3 -2.4 1.1 -0.195
C -2.382 -3.481 0.533 -2.0 -1.2 4.0 0.271
O -2.917 -3.741 1.515 1.7 0.8 -3.7 -0.097
C -1.027 -1.902 -3.550 -0.2 1.0 -5.8 0.271
O -1.100 -1.611 -4.663 0.3 -1.1 4.3 -0.115
H -2.698 -3.158 -2.043 0.0 0.2 -0.5 -0.108
C 2.857 0.090 2.546 -0.1 0.2 -0.2 -1.427
C 1.906 1.127 1.964 -0.1 0.4 0.5 -0.135
N 0.508 0.590 2.025 -0.4 -1.1 -0.9 -0.195
C -0.343 0.629 0.984 0.3 1.0 -0.1 0.289
S -1.426 -0.702 0.714 -0.1 -0.7 0.2 -0.409
N -0.444 1.688 0.172 -0.2 -0.4 0.8 -0.011
C 0.032 3.057 0.554 -0.1 -0.2 -0.2 -0.504
C 0.968 3.604 -0.508 0.0 0.2 -0.1 -1.003
H 2.567 -0.198 3.566 0.1 0.1 -0.3 0.416
H 3.849 0.540 2.572 0.1 -0.1 0.2 0.404
H 2.916 -0.800 1.907 -0.1 0.1 0.2 0.317
H 1.940 2.073 2.538 0.1 -0.6 -0.2 0.342
H 2.172 1.367 0.920 -0.3 -0.2 0.4 0.166
H 0.360 -0.248 2.620 0.4 0.9 -0.5 0.340
H -1.203 1.635 -0.524 0.8 0.1 0.6 0.271
H -0.876 3.669 0.647 0.3 -0.1 0.0 0.396
H 0.524 2.999 1.536 -0.5 0.0 -0.5 0.255
H 0.440 3.751 -1.460 0.2 -0.1 0.2 0.353
H 1.338 4.577 -0.185 0.0 0.0 -0.1 0.346
H 1.839 2.956 -0.672 -0.3 0.1 0.0 0.250



26
Properties=species:S:1:pos:R:3:forces:R:3:mulliken_charge:R:1 method="wB97M-V/def2-TZVPD" fmax_ev_per_a=1.850 total_energy_ev=-26801.16525 multiplicity=1 total_charge=-1 molar_mass_da=202.50
C 0.096 -0.246 -2.704 0.1 -0.7 0.3 -0.220
C -0.864 -1.094 -3.345 0.6 -0.2 0.7 -0.983
C -0.495 -2.446 -3.095 0.3 0.8 0.1 -0.326
C 0.700 -2.450 -2.324 -0.3 0.9 0.1 -0.936
C 1.073 -1.091 -2.068 -0.6 -0.3 -0.4 -0.342
Mg 1.149 1.383 -0.332 1.6 -0.8 -0.4 -0.223
P -0.332 3.369 -0.648 -1.1 0.9 -0.3 -0.389
H 0.119 0.847 -2.762 0.1 -0.3 -0.2 0.429
H -1.716 -0.762 -3.930 0.1 0.0 0.1 0.387
H -1.031 -3.329 -3.443 0.1 0.2 0.0 0.403
H 1.976 -0.766 -1.531 -0.3 -0.2 -0.4 0.442
H 1.246 -3.330 -1.992 -0.1 0.2 0.0 0.371
H -1.584 3.349 0.067 -0.1 0.4 -0.2 0.059
H -0.806 3.597 -1.987 0.1 0.0 0.5 0.075
H 0.031 4.727 -0.364 0.0 -0.8 0.0 0.069
C -0.400 -0.375 3.857 0.4 0.3 0.3 -0.204
C 0.806 0.315 3.706 0.0 -0.1 -0.2 -0.521
C 1.285 0.577 2.423 -0.7 -0.1 0.3 -0.220
N 0.540 0.257 1.329 -0.1 -0.4 -0.2 0.418
C -0.561 -0.525 1.453 0.2 0.3 1.0 -0.254
C -1.067 -0.836 2.721 0.0 -0.2 -1.0 -0.523
H -0.803 -0.562 4.853 0.1 0.0 -0.3 0.336
H 1.385 0.658 4.562 -0.2 -0.2 -0.1 0.383
H 2.257 1.045 2.236 -0.5 0.0 0.0 0.058
H -1.023 -0.883 0.526 0.1 0.3 0.3 0.351
H -1.980 -1.429 2.791 0.3 0.2 0.0 0.360